Entry from the OMol25 dataset: a structure of composition C19H33AlGe2O7P2S3 (ωB97M-V with the def2-TZVPD basis set).

Positions of all 67 atoms, in Å:
Al: -2.861 -1.674 0.298
C: 3.023 -1.148 1.576
C: 1.618 -1.361 1.012
Ge: 1.263 -0.254 -0.600
C: 1.194 -1.447 -2.162
C: 2.567 -2.051 -2.458
C: 2.622 1.157 -0.767
C: 1.977 2.338 -0.661
Ge: 0.046 1.848 -0.524
C: -0.838 2.449 1.130
C: -0.898 3.962 1.338
C: -0.951 2.215 -2.190
C: -1.464 3.633 -2.432
C: 2.617 3.670 -0.692
C: 1.845 4.810 -0.903
C: 2.419 6.072 -0.955
C: 3.786 6.219 -0.782
C: 4.570 5.094 -0.553
C: 3.993 3.837 -0.507
H: 3.222 -1.792 2.436
H: 3.167 -0.114 1.894
H: 3.786 -1.362 0.824
H: 0.865 -1.127 1.772
H: 1.494 -2.402 0.698
H: 0.820 -0.887 -3.021
H: 0.473 -2.242 -1.957
H: 3.314 -1.275 -2.644
H: 2.543 -2.701 -3.335
H: 2.920 -2.656 -1.620
H: 3.700 1.090 -0.907
H: -0.293 1.983 1.956
H: -1.843 2.023 1.149
H: 0.101 4.394 1.414
H: -1.435 4.208 2.257
H: -1.413 4.467 0.518
H: -1.791 1.518 -2.203
H: -0.284 1.908 -3.001
H: -2.118 3.968 -1.625
H: -2.044 3.685 -3.356
H: -0.649 4.352 -2.524
H: 0.773 4.708 -1.026
H: 1.795 6.941 -1.126
H: 4.239 7.201 -0.816
H: 5.637 5.200 -0.403
H: 4.616 2.973 -0.312
S: -4.842 1.676 1.887
C: -3.994 0.441 1.293
S: -3.140 -0.758 2.310
S: -3.723 0.195 -0.452
C: -1.990 -6.091 1.980
C: -2.284 -5.074 0.880
O: -2.444 -5.713 -0.396
P: -3.906 -4.297 1.077
O: -4.160 -3.946 2.578
O: -4.961 -5.406 0.755
O: -4.044 -3.082 0.187
P: -0.877 -3.892 0.663
O: -0.573 -3.525 2.182
O: 0.168 -4.611 -0.078
O: -1.402 -2.596 -0.010
H: -2.744 -6.877 1.960
H: -1.974 -5.624 2.962
H: -1.014 -6.539 1.788
H: -1.557 -5.797 -0.785
H: -4.178 -2.979 2.751
H: -4.729 -5.909 -0.044
H: 0.247 -3.022 2.297

As for the HOMO energy: -0.30319 Eh. Its HOMO-LUMO gap is 8.06 eV. The energy above the lowest of the compared OMol25 structures with the same formula, charge and spin comes out at 0.94 kcal per mole.